[1]
C29H54F4N2O7 | ωB97M-V/def2-TZVPD

ORCA input file:
```
! RIJCOSX wB97M-V def2-TZVPD def2/J DEFGRID3
* xyz 0 1
C 3.52111 -1.98348 -0.09718
N 3.05312 -0.80423 -0.84191
C 1.66740 -0.90176 -1.26797
C 1.51657 -2.11328 -2.22051
O 2.00492 -2.03543 -3.25715
O 0.87950 -3.28436 -1.82169
C -0.53318 -3.31788 -2.05827
C -0.95624 -4.80399 -1.90424
C 0.04121 -5.52862 -0.98678
F -0.48907 -6.75554 -0.60497
C -1.37079 -2.38724 -1.16334
C -1.57836 -2.86683 0.28637
C -0.42593 -2.55606 1.27700
C -0.74943 -1.36666 2.19473
N -1.05609 -0.12199 1.46674
C -2.38519 0.26451 1.50033
C -3.08907 0.61683 0.19861
O -3.00068 0.33663 2.50076
C -0.89303 -2.94669 -3.53428
F -2.11354 -3.45264 -3.77181
F -1.02025 -1.65869 -3.73029
F -0.11571 -3.49140 -4.41154
H 2.72274 -2.53256 0.40259
H 4.09816 -2.68588 -0.71032
H 4.21088 -1.65448 0.68432
H 3.58768 -0.76381 -1.70273
H 0.99209 -0.96124 -0.41669
H 1.41377 0.00419 -1.81553
H -0.86700 -5.30668 -2.86287
H -1.96812 -4.89467 -1.52277
H 0.93151 -5.75044 -1.56572
H 0.26712 -4.97295 -0.07878
H -2.36383 -2.34872 -1.61839
H -1.01728 -1.35849 -1.17954
H -1.81862 -3.92537 0.36970
H -2.45647 -2.33240 0.66106
H -0.36763 -3.41120 1.95711
H 0.55461 -2.47410 0.81507
H -1.56068 -1.66289 2.85603
H 0.09129 -1.15700 2.86182
H -0.74219 -0.14066 0.50554
H -4.00624 0.04182 0.08988
H -3.40059 1.66076 0.19738
H -2.48953 0.42494 -0.69680
C 2.07511 -1.44313 6.78106
C 1.92347 -2.93102 7.05953
C 1.79491 -3.49816 5.65482
O 2.55204 -2.64109 4.79194
C 2.90165 -1.44867 5.50578
H 2.54841 -0.88966 7.59107
H 1.09503 -0.99828 6.59082
H 2.82824 -3.31506 7.53732
H 1.07351 -3.17505 7.69554
H 0.75290 -3.48558 5.31596
H 2.17201 -4.51874 5.57756
H 3.97341 -1.48830 5.72795
H 2.71009 -0.57920 4.87532
C 3.16989 3.38310 -4.11382
C 4.18945 2.37546 -4.62771
C 4.48003 1.56163 -3.37580
O 3.28197 1.57067 -2.59326
C 2.37691 2.54443 -3.12612
H 2.54865 3.81878 -4.89544
H 3.67990 4.19556 -3.59028
H 3.73240 1.73996 -5.39042
H 5.08251 2.83043 -5.05472
H 5.27789 2.01825 -2.78029
H 4.76093 0.53037 -3.60045
H 1.55909 2.01049 -3.62613
H 1.95987 3.13505 -2.30958
C -7.20395 2.03750 -1.84463
C -7.33250 3.50047 -2.24774
C -6.05795 4.09635 -1.66806
O -5.07170 3.05838 -1.69649
C -5.70751 1.81000 -1.98424
H -7.79575 1.35782 -2.45642
H -7.50749 1.91044 -0.80243
H -7.32573 3.58802 -3.33704
H -8.23468 3.98259 -1.87358
H -6.20021 4.40265 -0.62635
H -5.69729 4.95507 -2.23549
H -5.44382 1.52362 -3.00836
H -5.33388 1.04678 -1.30394
C 1.46583 5.38881 2.01580
C 1.40771 3.88373 2.23958
C 1.39041 3.35773 0.81347
O 2.12624 4.29794 0.02150
C 2.35495 5.48596 0.78524
H 1.85700 5.94572 2.86648
H 0.46708 5.76996 1.78838
H 2.31340 3.54893 2.75164
H 0.54724 3.55735 2.82230
H 0.36842 3.30736 0.42069
H 1.84662 2.37058 0.72154
H 3.41447 5.51366 1.06228
H 2.13392 6.36093 0.17226
*
```

The LUMO energy comes out at 0.6 eV. The calculation puts the HOMO energy at -9.0 eV.

[2]
C29H54NO12S | ωB97M-V/def2-TZVPD

ORCA input file:
```
! RIJCOSX wB97M-V def2-TZVPD def2/J DEFGRID3
* xyz 1 1
C -2.65770 2.91427 3.50688
C -2.21037 1.87972 4.53763
C -3.27096 1.51983 5.58907
C -4.71480 1.38010 5.09922
C -5.11513 0.02475 4.46577
C -3.97320 -0.85220 3.96404
C -4.47967 -2.10688 3.22493
C -3.73619 -3.40056 3.57992
C -2.57715 -3.71499 2.63979
C -1.50058 -2.62746 2.71262
C -0.26123 -2.92919 1.86059
C 0.35505 -1.65749 1.24905
C 1.86638 -1.62574 1.17780
O 2.21493 -0.64504 0.19949
C 3.51572 -0.83044 -0.33360
O 3.82018 0.28920 -1.07038
C 2.93667 0.38965 -2.21517
C 1.98202 1.56209 -2.07371
C 4.49295 -0.95528 0.84335
N 3.81362 -0.37998 2.02719
C 2.58907 -1.17045 2.47688
S 3.32608 -2.55819 3.43541
O 1.91504 -0.22145 3.19730
C 0.99817 -0.63424 4.22836
C 1.60523 -0.52899 5.62921
H -3.22206 3.72665 3.95997
H -1.79902 3.30751 2.96639
H -3.30251 2.44609 2.76035
H -1.84093 0.99767 4.01004
H -1.34580 2.28757 5.06906
H -3.23652 2.29144 6.35948
H -2.97950 0.59055 6.08308
H -4.97905 2.17761 4.40856
H -5.35348 1.52492 5.97157
H -5.78412 0.22193 3.62602
H -5.69773 -0.55661 5.18343
H -3.35396 -1.16506 4.80502
H -3.37405 -0.26625 3.26620
H -5.54325 -2.24961 3.41672
H -4.38637 -1.93339 2.15021
H -3.35975 -3.34248 4.60423
H -4.43810 -4.23446 3.54503
H -2.11743 -4.65283 2.95841
H -2.94206 -3.78220 1.61510
H -1.92760 -1.68245 2.37272
H -1.24021 -2.50614 3.76699
H 0.48512 -3.45617 2.46063
H -0.56771 -3.60248 1.06206
H -0.00061 -0.75133 1.73862
H 0.02713 -1.57187 0.21361
H 2.25299 -2.59411 0.84645
H 3.53164 -1.74160 -0.94372
H 2.33596 -0.51535 -2.30194
H 3.54270 0.45102 -3.11795
H 1.04361 1.31788 -2.56203
H 2.36426 2.46833 -2.54016
H 1.77071 1.74377 -1.02435
H 5.41104 -0.42142 0.61810
H 4.72561 -1.99897 1.02678
H 3.51736 0.58385 1.85210
H 4.46001 -0.34904 2.81961
H 2.22301 -3.30282 3.55428
H 0.15786 0.05411 4.14694
H 0.59159 -1.62195 4.02103
H 2.60838 -0.11692 5.56992
H 1.61840 -1.48858 6.13824
H 1.00813 0.15009 6.23394
C -1.67079 1.64324 -4.32136
C -2.86184 0.72050 -4.47197
O -2.56460 -0.31748 -3.52124
C -1.73529 0.18587 -2.58892
O -1.42529 -0.37370 -1.58128
O -1.28672 1.40460 -2.95090
H -1.90683 2.68760 -4.47202
H -0.83935 1.36766 -4.96948
H -3.79992 1.19773 -4.18818
H -2.96218 0.29727 -5.46649
C -1.51472 1.30398 -9.84263
C -3.00823 1.56786 -9.84850
O -3.25231 1.92953 -8.48091
C -2.10093 2.38797 -7.95080
O -2.01363 2.92570 -6.89084
O -1.06358 2.15404 -8.77783
H -1.01854 1.57312 -10.77012
H -1.27390 0.27079 -9.58869
H -3.28322 2.40962 -10.48440
H -3.60431 0.70111 -10.11775
C 7.04188 0.99858 -3.26251
C 6.31903 1.98508 -4.14287
O 7.30999 2.33312 -5.10681
C 8.21625 1.31762 -5.16585
O 9.06974 1.21819 -5.97599
O 7.99419 0.42623 -4.15682
H 6.38606 0.23200 -2.85484
H 7.57722 1.48452 -2.44373
H 5.46670 1.53713 -4.65944
H 5.98728 2.87259 -3.60924
*
```

The LUMO energy comes out at -2.6 eV. The calculation puts the HOMO energy at -12.4 eV.